C3H9NO2 | ωB97M-V/def2-TZVPD

```
15
Properties=species:S:1:pos:R:3:forces:R:3:lowdin_charge:R:1
C -0.1849 -0.3420 -0.6463 0.518 -0.970 1.843 -0.0740
N -0.5718 0.2298 0.6524 -0.477 0.422 0.508 -0.1826
C -1.9302 0.8650 0.6366 0.779 0.737 0.554 -0.0633
C 0.5214 0.8303 1.3127 -1.787 -2.179 -1.563 -0.3272
O 1.6626 0.6235 1.0038 0.773 0.183 -0.285 0.0397
H -0.9775 -0.7652 -1.2118 -1.160 -0.086 -0.142 0.0793
H 0.5027 -1.1941 -0.4414 -0.229 1.056 -0.386 0.0858
H 0.2153 0.4951 -1.1573 0.992 0.358 -1.237 0.0829
H -2.7154 0.1805 0.3158 0.405 -0.269 -0.095 0.0749
H -1.8364 1.6735 -0.1026 -0.613 0.053 0.196 0.0827
H -2.3106 1.2885 1.6144 1.012 -0.459 -0.879 0.0972
H 0.2316 1.3481 2.1732 -0.556 1.275 1.584 0.1089
O 2.2410 -1.9412 -1.4257 -1.368 -3.371 -0.287 -0.0230
H 3.0901 -2.2386 -1.1520 1.023 0.747 0.209 0.0349
H 2.0621 -1.0533 -1.5719 0.689 2.502 -0.022 -0.0163
```
Positions in Å, forces in eV/Å.

Results
Molecular weight: 91.11 Da
Net charge: 0
Total energy: -8841.1349 eV
Gap between HOMO and LUMO: 10.231 eV
Relative energy (zero: lowest compared OMol25 entry of this formula, charge and spin): 175.6 kJ/mol
LUMO level: 0.0313 Ha

---

HNO2S2 | ωB97M-V/def2-TZVPD

```
6
Properties=species:S:1:pos:R:3:forces:R:3:lowdin_charge:R:1
N -1.3148 0.7576 -0.3160 2.262 -2.139 -0.482 -0.4368
O -1.8904 1.0857 -1.2931 -0.463 0.551 0.641 0.0971
O -1.2159 1.0080 0.8280 -1.143 1.263 0.345 0.0578
S 1.4719 -1.2869 0.9015 1.612 1.041 -0.044 0.2061
S 0.2969 -1.0106 -0.6263 -0.723 0.125 -0.995 0.1960
H 2.6524 -0.5538 0.5058 -1.545 -0.842 0.535 -0.1202
```
Positions in Å, forces in eV/Å.

Results
Molecular weight: 111.15 Da
Net charge: 0
Total energy: -27267.4157 eV
Gap between HOMO and LUMO (alpha / beta): 7.897 / 7.866 eV
Relative energy (zero: lowest compared OMol25 entry of this formula, charge and spin): 183.3 kJ/mol
LUMO level (alpha / beta): -0.0569 / -0.0406 Ha

---

C4H8ClNO2 | ωB97M-V/def2-TZVPD

```
16
Properties=species:S:1:pos:R:3:forces:R:3:lowdin_charge:R:1
C -1.8755 -0.6263 0.1713 0.763 -0.767 -0.029 -0.5378
C 1.1683 0.2484 -1.4567 0.837 3.609 -7.345 -0.1608
C 2.1592 0.0090 0.6602 -1.505 -0.170 2.180 -0.1300
C -1.3201 0.5581 0.5428 -1.560 -0.205 -0.822 -0.4412
N 1.1437 -0.2212 -0.3038 1.432 -3.616 5.950 -0.1143
O -3.0743 -0.7410 -0.3867 -0.859 1.191 -0.099 0.0472
O -1.1968 -1.8151 0.2832 -1.196 1.332 0.027 0.0837
Cl -2.3682 1.9050 0.0139 0.962 0.190 0.767 0.6205
H 2.1944 0.6308 -1.8208 -1.577 -1.070 0.072 0.0953
H 0.2822 0.3787 -2.0883 0.445 0.333 0.461 0.0586
H -0.2473 -1.5783 0.3258 -0.152 -0.063 -0.220 0.0846
H 1.9818 0.9091 1.1555 -0.657 2.300 0.956 0.0533
H 2.2127 -0.6483 1.5297 -0.307 -0.839 -0.548 0.0860
H 3.1615 0.1983 0.3918 1.194 -0.430 -1.669 0.0760
H -0.6343 0.6204 1.3541 0.369 0.580 0.158 0.0680
H -3.5874 0.1723 -0.3720 1.810 -2.373 0.161 0.1110
```
Positions in Å, forces in eV/Å.

Results
Molecular weight: 137.57 Da
Multiplicity: 3
Net charge: 0
Total energy: -22378.9210 eV
Gap between HOMO and LUMO (alpha / beta): 6.239 / 6.371 eV
Relative energy (zero: lowest compared OMol25 entry of this formula, charge and spin): 26.9 kJ/mol
LUMO level (alpha / beta): 0.0249 / -0.0872 Ha

---

C7H18N2 | ωB97M-V/def2-TZVPD

```
27
Properties=species:S:1:pos:R:3:forces:R:3:lowdin_charge:R:1
C 0.5321 -0.0157 0.1789 -3.833 -0.341 1.602 -0.4999
C -1.3711 0.0012 0.3039 2.609 -0.317 0.301 -0.2895
C 0.2598 -0.7046 -2.1876 -0.064 -0.333 -0.868 -0.1262
C 1.0160 1.1138 1.0911 0.148 -0.129 -0.325 -0.0691
C 1.0752 -1.3646 0.6572 -0.197 0.207 -0.073 -0.0588
C -1.9220 1.4057 0.1631 0.095 0.070 0.011 -0.1043
C -1.7758 -0.6590 1.6076 -0.159 -0.089 -0.005 -0.1076
N 0.6428 0.2863 -1.1892 4.328 0.695 -1.227 -0.1001
N 2.3994 0.5192 -1.3226 -2.743 -0.086 -0.001 0.0730
H -1.7247 -0.6191 -0.5206 0.184 0.056 -0.021 0.0946
H 2.4658 1.3446 -1.9213 -0.260 -0.225 0.101 0.0416
H 2.7875 -0.2528 -1.8697 -0.499 -0.002 -0.014 0.0311
H -0.1530 -0.1702 -3.0471 0.114 0.016 -0.029 0.0793
H 1.0649 -1.3361 -2.5789 0.275 0.223 0.234 0.0707
H -0.5008 -1.4462 -1.9309 -0.044 0.362 0.687 0.0725
H 2.1007 1.0589 1.2229 -0.119 -0.028 -0.119 0.0712
H 0.5992 -2.2098 0.1571 -0.043 0.002 -0.008 0.0741
H 0.5732 1.0374 2.0882 -0.124 -0.041 -0.141 0.0737
H 0.7850 2.0914 0.6622 -0.044 -0.106 0.045 0.0783
H 0.9274 -1.4728 1.7353 -0.022 -0.016 -0.133 0.0780
H 2.1510 -1.4166 0.4675 -0.047 0.084 -0.018 0.0751
H -1.5964 1.8780 -0.7657 0.069 -0.005 0.077 0.0720
H -1.3370 -0.1573 2.4742 0.003 -0.009 -0.024 0.0729
H -1.6223 2.0366 1.0057 0.023 -0.027 -0.092 0.0729
H -3.0206 1.3902 0.1564 0.159 -0.100 0.007 0.0776
H -2.8675 -0.6256 1.7312 0.154 0.044 -0.018 0.0787
H -1.4889 -1.7131 1.6308 0.036 0.096 0.052 0.0683
```
Positions in Å, forces in eV/Å.

Results
Molecular weight: 130.24 Da
Net charge: 0
Total energy: -10528.3911 eV
Gap between HOMO and LUMO: 9.437 eV
Relative energy (zero: lowest compared OMol25 entry of this formula, charge and spin): 310.6 kJ/mol
LUMO level: 0.0334 Ha

---

Question: Among the records above, which one has the highest molecular weight?
Answer: C4H8ClNO2

---

Question: Among the records above, which one has the highest molecular weight?
Answer: C4H8ClNO2

---

Repeat the third record exactly.
C4H8ClNO2 | ωB97M-V/def2-TZVPD

```
16
Properties=species:S:1:pos:R:3:forces:R:3:lowdin_charge:R:1
C -1.8755 -0.6263 0.1713 0.763 -0.767 -0.029 -0.5378
C 1.1683 0.2484 -1.4567 0.837 3.609 -7.345 -0.1608
C 2.1592 0.0090 0.6602 -1.505 -0.170 2.180 -0.1300
C -1.3201 0.5581 0.5428 -1.560 -0.205 -0.822 -0.4412
N 1.1437 -0.2212 -0.3038 1.432 -3.616 5.950 -0.1143
O -3.0743 -0.7410 -0.3867 -0.859 1.191 -0.099 0.0472
O -1.1968 -1.8151 0.2832 -1.196 1.332 0.027 0.0837
Cl -2.3682 1.9050 0.0139 0.962 0.190 0.767 0.6205
H 2.1944 0.6308 -1.8208 -1.577 -1.070 0.072 0.0953
H 0.2822 0.3787 -2.0883 0.445 0.333 0.461 0.0586
H -0.2473 -1.5783 0.3258 -0.152 -0.063 -0.220 0.0846
H 1.9818 0.9091 1.1555 -0.657 2.300 0.956 0.0533
H 2.2127 -0.6483 1.5297 -0.307 -0.839 -0.548 0.0860
H 3.1615 0.1983 0.3918 1.194 -0.430 -1.669 0.0760
H -0.6343 0.6204 1.3541 0.369 0.580 0.158 0.0680
H -3.5874 0.1723 -0.3720 1.810 -2.373 0.161 0.1110
```
Positions in Å, forces in eV/Å.

Results
Molecular weight: 137.57 Da
Multiplicity: 3
Net charge: 0
Total energy: -22378.9210 eV
Gap between HOMO and LUMO (alpha / beta): 6.239 / 6.371 eV
Relative energy (zero: lowest compared OMol25 entry of this formula, charge and spin): 26.9 kJ/mol
LUMO level (alpha / beta): 0.0249 / -0.0872 Ha